# 1
90
Properties=species:S:1:pos:R:3:forces:R:3 method="wB97M-V/def2-TZVPD" homo_energy_ha="-0.0546 / -0.0552" fmax_ev_per_a=1.2 de_lowest_kcal_mol=27.2 spin_multiplicity=7 total_charge=-2 s_squared=12.0624
Tb -0.8239 -1.5004 -1.0672 -0.6 -1.0 0.3
S 0.0661 -4.3400 -0.9877 0.0 0.1 -0.1
S -3.0817 -3.2174 -1.3885 0.0 0.3 0.1
S -2.7664 0.0064 -2.4920 0.0 0.0 0.1
S -5.6731 0.2672 -1.7996 0.0 0.0 0.0
S 2.5666 -1.5501 -0.9384 0.0 0.0 0.1
S -5.9425 -2.4673 -0.8578 0.0 0.0 0.0
O 0.2529 -0.2831 -2.8304 0.2 0.2 -0.2
O 0.6183 2.2919 0.8650 -0.1 0.1 0.1
O -7.9516 -0.7505 -0.9346 0.0 0.0 0.0
N 0.9489 1.9078 -2.5685 -0.1 0.1 0.0
N 2.3168 -2.2011 1.6883 -0.1 0.2 0.1
N 2.6134 -4.5340 -2.0083 0.1 0.0 0.1
N 0.1988 0.7299 -0.7919 0.0 0.5 -0.1
N 2.9495 -3.8902 0.4687 -0.1 0.0 -0.1
N -1.2559 -1.2949 1.0988 0.0 0.2 -0.4
N 1.1089 -3.9689 -3.4748 -0.1 0.2 -0.1
C -1.2848 -1.2105 3.4800 0.0 0.0 -0.1
C 0.4583 0.7228 -2.1241 0.0 -0.1 0.0
C -0.1610 -3.5817 -4.0648 0.0 0.0 0.0
C 1.9847 -0.8464 2.0934 0.0 -0.1 0.0
C 2.3899 -3.2918 2.5253 0.1 -0.1 0.0
C 1.3052 -4.2727 -2.1683 -0.1 -0.3 0.1
C 5.2645 3.7828 -1.1270 0.0 0.0 0.0
C -0.4314 -0.7120 5.6854 0.0 0.0 0.0
C -1.7676 -0.7714 2.1119 0.1 -0.1 0.2
C 4.3833 4.7561 -1.5694 0.0 0.0 0.0
C -1.0286 -0.2994 4.5004 0.0 0.0 0.0
C -4.7982 1.3514 2.9891 0.0 0.0 0.0
C 3.4282 2.2516 -0.8573 0.0 0.0 0.0
C 2.3200 -3.9912 -4.1328 0.1 -0.1 0.0
C 3.2456 -4.3458 -3.2144 -0.1 0.0 -0.1
C 1.0760 2.8401 -1.4707 0.0 0.1 -0.1
C -4.3384 -1.9895 -1.4031 0.1 -0.1 0.0
C -3.8393 2.1737 0.9477 0.0 0.0 0.0
C 0.1145 4.9750 -0.5444 0.0 0.0 0.0
C 0.0977 4.0020 -1.5428 0.0 -0.1 0.0
C -6.7726 -0.9437 -1.1543 0.0 0.0 0.0
C 4.7816 2.5273 -0.7727 0.0 0.0 0.0
C 2.7730 -4.3373 1.7587 0.0 0.1 0.0
C -0.1071 -2.0492 5.8737 0.0 0.0 0.0
C -0.8165 5.9990 -0.5484 0.0 0.0 0.0
C -0.3749 -2.9676 4.8633 0.0 0.0 0.0
C -0.9479 -2.5477 3.6724 0.0 0.0 0.0
C -4.8178 2.2498 1.9303 0.0 0.0 0.0
C 2.5359 3.2291 -1.2987 0.0 0.0 0.0
C 2.6394 -2.5785 0.4281 0.1 0.0 -0.2
C -2.8194 0.3036 2.0793 0.0 0.0 0.0
C -1.7875 6.0613 -1.5425 0.0 0.0 0.0
C -1.8233 5.0834 -2.5223 0.0 0.0 0.0
C -2.8501 1.2060 1.0220 0.0 0.0 -0.1
C 3.0223 4.4787 -1.6551 0.1 0.0 0.0
C -4.2173 -0.7186 -1.8322 0.1 0.0 -0.1
C -3.7991 0.3907 3.0656 0.0 0.0 0.0
C -0.8862 4.0559 -2.5204 -0.1 0.0 0.0
C 0.5918 1.9238 -0.2893 0.1 -0.3 0.0
B 3.4060 -4.8299 -0.6914 0.0 0.0 0.0
H -1.1134 -3.2370 2.8529 0.0 0.0 0.0
H -0.9549 3.2675 -3.2572 0.0 0.0 0.0
H -0.9771 -4.0561 -3.5204 0.1 0.0 0.0
H 2.3361 5.2431 -1.9978 0.0 0.0 0.0
H -5.6032 2.9928 1.8613 0.0 0.0 0.0
H -1.2750 0.7451 4.3491 0.0 0.0 0.0
H 2.9124 -5.3722 2.0084 0.0 0.0 0.0
H 2.1260 -3.2224 3.5650 0.0 0.0 0.0
H 3.0661 1.2609 -0.5960 0.0 0.0 0.0
H -3.7951 -0.3138 3.8895 0.0 0.0 0.0
H -0.1217 -4.0127 4.9996 0.0 0.0 0.0
H 4.7502 5.7355 -1.8520 0.0 0.0 0.0
H 4.5770 -4.6339 -0.9673 0.0 0.0 0.1
H -0.2972 -2.4975 -4.0279 0.0 0.0 0.0
H 2.4049 -3.7429 -5.1749 0.0 0.0 0.0
H -2.1025 1.1339 0.2423 0.0 0.0 0.0
H 1.2815 2.0419 -3.5057 0.0 0.0 0.0
H 5.4595 1.7541 -0.4345 0.0 0.0 0.0
H 0.8473 4.9024 0.2488 0.0 0.0 0.0
H -3.8487 2.8538 0.1048 0.0 0.0 0.0
H 6.3244 3.9971 -1.0603 0.0 0.0 0.0
H -2.5958 5.0970 -3.2804 0.0 0.0 0.0
H -0.1704 -3.8977 -5.1076 0.0 0.0 0.0
H 4.3103 -4.4511 -3.3015 0.0 0.0 0.0
H -2.5247 6.8547 -1.5364 0.0 0.0 0.0
H 0.3551 -2.3731 6.7986 0.0 0.0 0.0
H 1.2798 -0.4046 1.3927 0.0 0.0 0.0
H -0.2125 0.0137 6.4601 0.0 0.0 0.0
H -5.5690 1.3876 3.7498 0.0 0.0 0.0
H 2.8857 -0.2310 2.1276 0.0 0.0 0.0
H 3.2254 -5.9712 -0.3099 0.0 0.1 0.0
H -0.7988 6.7420 0.2395 0.0 0.0 0.0
H 1.5246 -0.8904 3.0785 0.0 0.0 0.0



# 2
84
Properties=species:S:1:pos:R:3:forces:R:3 method="wB97M-V/def2-TZVPD" homo_energy_ha=-0.3556 fmax_ev_per_a=1.2 de_lowest_kcal_mol=49.1 spin_multiplicity=1 total_charge=+1
Br -2.1962 -6.0910 -3.6176 0.0 0.0 0.0
Zn 0.2006 -0.1865 0.1249 -0.1 0.0 -0.2
P -3.5908 -0.5886 -0.7572 -0.2 0.2 -0.1
O 13.1536 0.1790 -0.0376 0.2 0.0 -0.2
O -1.4989 -1.1179 -2.5221 0.4 0.1 0.0
O -0.9399 -1.7115 0.3530 0.0 -0.4 -0.1
N 6.7742 0.0339 -1.0814 -0.1 0.0 0.0
N -0.5740 1.5826 1.2949 -0.1 0.4 -0.3
N -0.9907 0.7458 -1.2327 0.2 0.6 0.2
N 1.8849 -0.4619 1.4287 0.2 0.1 0.0
N 1.8759 -0.2645 -1.2515 0.2 0.1 0.2
N 6.8082 -0.1137 1.1282 0.0 0.0 0.2
C 1.8454 -0.6516 2.7370 -0.1 0.0 -0.2
C -1.4961 -2.3784 -1.9155 -0.2 0.2 0.0
C 9.6925 0.1389 -1.2349 0.0 0.0 -0.1
C -0.4974 1.9364 2.5580 0.2 -0.1 -0.1
C 9.0176 0.0636 -0.0236 -0.2 0.0 0.0
C -1.8098 -4.7128 -2.3811 0.0 -0.1 0.0
C 5.4806 -0.1428 0.7673 0.2 -0.1 0.3
C 11.1421 0.0745 1.1237 0.0 0.0 0.2
C -4.4620 0.9939 -0.5488 0.1 0.0 0.0
C 7.5488 0.0009 -0.0187 0.1 0.0 0.0
C 11.8085 0.1465 -0.0981 0.0 0.0 -0.1
C 3.0781 -0.2076 -0.6365 -0.3 -0.1 0.0
C -1.2167 3.8718 0.7463 0.0 -0.1 0.0
C 4.2115 -0.4453 2.9286 0.1 0.0 0.0
C 9.7660 0.0330 1.1549 0.0 0.0 0.1
C 2.9764 -0.1184 -3.3580 0.0 0.0 -0.1
C -1.0825 4.2053 2.1135 0.0 0.1 0.0
C 11.0782 0.1821 -1.2829 -0.1 0.0 -0.1
C 4.2857 -0.2930 1.5359 0.1 0.0 0.1
C -1.2133 -2.6400 -0.5543 0.3 0.3 -0.1
C 4.2014 -0.0442 -2.7478 0.1 0.0 0.0
C -0.9781 2.5308 0.3791 0.0 -0.2 0.1
C -1.9299 0.0441 -1.8877 -0.7 -0.8 0.6
C 4.2713 -0.0941 -1.3476 0.2 0.0 -0.1
C 3.0813 -0.3088 0.8173 -0.3 0.0 0.0
C -0.7530 3.2410 3.0187 0.0 0.0 0.1
C 1.8252 -0.2258 -2.5683 -0.1 0.0 0.0
C -1.7813 -3.4040 -2.8089 0.0 0.1 -0.1
C -1.6055 3.0414 -1.8941 -0.1 0.1 0.0
C -4.6891 -1.6002 -1.7832 0.1 0.0 0.0
C 5.4949 -0.0540 -0.5980 0.0 0.0 -0.5
C -1.2716 -3.9909 -0.1703 0.0 -0.1 0.1
C -3.6576 -1.3167 0.8973 0.1 0.0 0.0
C -1.2086 2.1006 -0.9722 0.1 -0.3 0.1
C 13.8631 0.2593 -1.2716 0.0 0.0 0.1
C -1.8065 4.3915 -1.5244 0.0 -0.1 -0.1
C 2.9940 -0.6430 3.5288 0.0 0.0 0.1
C -1.6228 4.8061 -0.2375 0.0 0.0 0.1
C -1.5600 -5.0173 -1.0510 0.0 0.0 0.1
H -1.0604 -4.2059 0.8721 0.0 0.0 -0.1
H -1.7864 5.8395 0.0463 0.0 -0.1 0.0
H -4.5089 1.5413 -1.4909 0.0 0.0 0.0
H 14.9160 0.2798 -1.0137 0.0 0.0 0.0
H -4.3637 -2.6390 -1.7321 0.0 0.0 0.0
H 13.6056 1.1706 -1.8153 0.0 0.0 0.0
H -3.3361 -2.3568 0.8578 -0.1 0.1 0.0
H 2.8822 -0.0925 -4.4356 0.0 0.0 0.0
H -1.9851 -3.1492 -3.8436 0.0 0.0 0.1
H -1.7612 2.7383 -2.9245 0.0 0.1 0.1
H 11.7303 0.0533 2.0337 -0.1 0.0 -0.1
H -0.2028 1.1677 3.2656 0.0 0.1 -0.1
H -1.5920 -6.0451 -0.7099 0.0 0.1 0.0
H -3.9268 1.6081 0.1785 0.0 0.0 0.0
H -2.5769 0.6112 -2.5588 0.0 0.1 -0.3
H 5.1149 -0.4235 3.5280 0.0 0.0 0.0
H -4.6854 -1.2460 1.2562 0.0 0.0 0.0
H -5.7189 -1.5189 -1.4341 0.0 0.0 0.0
H 9.2790 -0.0146 2.1238 0.1 0.0 0.0
H 0.8686 -0.8416 3.1695 0.1 0.1 0.0
H 2.9116 -0.7929 4.5973 0.0 0.0 -0.1
H 5.1208 0.0465 -3.3149 -0.1 0.0 0.0
H 9.1141 0.1651 -2.1503 0.1 0.0 0.0
H 7.1810 -0.1511 2.0591 0.0 0.0 0.0
H 13.6602 -0.6113 -1.8986 0.0 0.0 0.0
H -5.4755 0.8169 -0.1878 0.0 0.0 0.0
H 11.5757 0.2410 -2.2412 -0.1 0.0 0.1
H -0.6758 3.4601 4.0767 0.0 0.0 -0.1
H -2.1074 5.1063 -2.2808 0.0 -0.1 0.0
H -1.2579 5.2290 2.4308 0.0 -0.1 0.0
H 0.8362 -0.2799 -3.0109 0.0 0.0 0.0
H -4.6317 -1.2728 -2.8219 0.0 0.0 0.0
H -2.9846 -0.7739 1.5593 0.0 0.0 0.0



# 3
90
Properties=species:S:1:pos:R:3:forces:R:3 method="wB97M-V/def2-TZVPD" homo_energy_ha="-0.2774 / -0.2774" fmax_ev_per_a=0.9 de_lowest_kcal_mol=0.0 spin_multiplicity=2 s_squared=0.7508
Yb -0.1935 0.1036 -0.4465 0.2 -0.5 0.7
S -3.1070 -0.5725 -0.7631 -0.2 0.5 -0.2
S 2.2886 -0.1725 0.8220 -0.2 0.0 0.0
S 0.0073 0.5887 -3.4961 0.1 0.0 -0.1
O -0.3534 -0.7281 -2.9613 0.0 0.1 -0.1
O -2.3872 0.6667 -1.1524 -0.4 -0.1 0.0
O -1.0147 1.4298 -4.0464 0.0 0.0 0.0
O -4.0884 -0.4277 0.2851 0.0 0.1 0.0
N 0.7125 1.1814 -2.1929 0.1 0.8 -0.3
N 4.1391 -0.1282 -7.6660 0.0 0.0 0.0
N 1.3130 3.3681 -2.9105 0.1 0.1 0.1
N -0.3649 -0.1999 1.9359 0.0 -0.2 0.2
N -1.4342 1.9638 0.9535 -0.1 -0.2 -0.1
N 0.4867 -2.4992 -0.6795 -0.1 0.1 0.1
N 2.3181 -2.3283 2.3769 0.0 0.0 -0.1
N -1.8842 -1.4795 -0.4439 0.0 -0.5 0.2
N 1.0818 2.7216 -0.6231 0.1 0.2 0.1
N 0.3445 -1.2510 2.4452 0.0 0.1 -0.2
C -3.0399 -1.7102 6.0103 0.0 0.0 0.0
C 1.2111 0.3508 -4.7398 0.1 0.0 -0.1
C 1.0463 2.4914 -1.9434 -0.1 -0.5 -0.3
C -0.3539 -4.7818 -0.6205 0.0 -0.2 0.0
C 1.8421 4.8996 -1.1504 0.0 0.0 0.0
C -2.9201 -3.7139 -0.2697 -0.1 -0.2 0.0
C 1.5614 -1.2866 1.9443 0.1 -0.1 0.1
C -1.2512 -0.4782 4.9754 0.0 0.0 0.0
C -1.4118 0.1890 2.5610 0.1 0.2 0.0
C 1.9814 -4.3545 -0.9531 0.0 0.1 0.0
C -6.0616 -1.5425 -3.2915 -0.1 0.0 0.0
C -5.3677 -1.0792 -2.1835 0.0 -0.1 0.0
C -3.7372 -1.7088 4.8114 0.0 0.0 0.0
C -6.1471 -2.5992 -5.5769 0.0 0.0 0.0
C 2.9956 -0.9354 -5.6948 0.0 0.0 0.0
C 1.3894 1.3329 -5.7065 0.1 0.0 0.0
C -5.3948 -2.1042 -4.3735 0.0 0.0 0.0
C -4.0047 -2.1914 -4.3273 0.0 0.0 0.0
C -1.7973 -1.0936 6.0904 0.0 0.0 0.0
C -3.2933 -1.7305 -3.2352 0.0 0.0 0.0
C -1.4733 -5.6441 -0.4896 0.0 0.0 0.0
C 1.5025 3.9146 -0.2341 -0.1 0.0 -0.1
C -3.1984 -1.0832 3.6947 -0.1 0.0 0.0
C -3.1380 2.0216 2.6258 0.0 0.1 0.0
C -2.0382 1.4283 2.0227 0.1 -0.1 0.1
C 2.3712 1.1787 -6.6659 0.0 0.0 0.0
C -3.0164 3.7486 0.9803 0.0 0.0 0.0
C -1.9255 3.0860 0.4418 0.0 0.0 0.0
C 1.7011 4.5695 -2.4888 0.0 0.0 0.0
C 0.9648 -5.2508 -0.8213 -0.1 0.0 0.0
C -2.7176 -5.1141 -0.3165 0.0 0.1 0.0
C 1.6925 -2.9755 -0.8634 0.0 0.0 -0.1
C -3.9841 -1.1736 -2.1646 0.0 -0.1 -0.2
C -3.6314 3.2003 2.0923 0.0 0.0 0.0
C 3.1877 0.0450 -6.6720 0.0 0.0 0.0
C -1.8561 -2.8624 -0.4058 0.1 0.3 0.0
C -0.5424 -3.3927 -0.5675 0.1 0.1 0.0
C -1.9540 -0.4664 3.7761 -0.1 0.0 -0.1
C 2.0160 -0.7809 -4.7339 0.0 0.0 0.0
H -6.0104 -1.9253 -6.4251 0.0 0.0 0.0
H 2.5073 1.9409 -7.4241 0.0 0.0 0.0
H -3.4680 -2.6309 -5.1602 0.0 0.0 0.0
H -5.8885 -0.6606 -1.3339 0.0 0.0 0.0
H 3.6163 -1.8237 -5.6971 0.0 0.0 0.0
H -4.7024 -2.1937 4.7416 0.0 0.0 0.0
H -0.2754 -0.0134 5.0311 0.0 0.0 0.0
H -5.7933 -3.5842 -5.8841 0.0 0.0 0.0
H -3.4628 -2.1931 6.8821 0.0 0.0 0.0
H 1.5470 4.0872 0.8361 0.0 0.0 0.0
H -3.9195 -3.3240 -0.1254 0.0 0.0 0.0
H 2.1811 5.8761 -0.8384 0.0 0.0 0.0
H -3.7357 -1.0768 2.7522 0.0 0.0 0.0
H -4.4916 3.6815 2.5397 0.0 0.0 0.0
H 1.1446 -6.3185 -0.8680 0.0 0.0 0.0
H 1.8673 -1.5425 -3.9787 0.0 0.0 0.0
H 4.8877 -0.7682 -7.4601 0.0 0.0 0.0
H 2.4866 -2.2409 -0.9253 0.0 0.0 0.0
H 4.4545 0.7082 -8.1278 0.0 0.0 0.0
H -7.2158 -2.6689 -5.3774 0.0 0.0 0.0
H -1.4294 3.4629 -0.4442 0.0 0.0 0.0
H 1.9583 -2.8777 3.1398 0.0 0.0 0.0
H -7.1429 -1.4738 -3.3088 0.0 0.0 0.0
H -1.3228 -6.7157 -0.5289 0.0 0.0 0.0
H 3.3060 -2.3049 2.2058 0.0 0.0 0.0
H 3.0024 -4.6732 -1.1108 0.0 0.0 0.0
H 1.9186 5.3000 -3.2612 0.0 0.0 0.0
H -2.2145 -1.7912 -3.2111 0.0 0.0 0.0
H 0.7623 2.2132 -5.6974 0.0 0.0 0.0
H -1.2499 -1.0972 7.0244 0.0 0.0 0.0
H -3.5974 1.5634 3.4889 0.0 0.0 0.0
H -3.5751 -5.7667 -0.2135 0.0 0.0 0.0
H -3.3741 4.6606 0.5239 0.0 0.0 0.0